(1)
Here is a molecular structure, C29H16Cl2N8O2ReS3 from the Open Molecules 2025 dataset. Energies are from the ωB97M-V functional and the def2-TZVPD basis.

Calculated values
Multiplicity: 2
Highest occupied orbital energy (spin up / spin down), eV: -7.51 / -7.52
Energy above the lowest of the compared OMol25 structures with the same formula, charge and spin, kJ/mol: 37.28
Kohn-Sham gap (spin up / spin down), hartree: 0.206 / 0.211

Geometry (Å):
Re 0.240414 -0.063349 0.126900
Cl 3.785793 4.892120 3.189397
Cl 6.008678 2.771528 2.408113
S -0.036293 -1.102067 2.100251
S -2.338116 -3.315790 1.497023
S -4.514781 -0.418276 -0.275313
O 4.168436 -0.566455 -0.956882
O -0.278515 4.001293 0.117820
N -0.171867 1.030650 -1.766224
N -1.999860 0.082349 0.137824
N -0.011863 -6.154151 1.166730
N -2.461516 -1.242078 -1.741573
N 0.471459 1.867644 0.615132
N 2.212946 0.151936 0.047623
N 2.819011 -3.287900 1.416300
N 0.876750 -1.879477 -0.930522
C -0.733674 1.354243 -4.052037
C -2.831893 -0.538652 -0.662903
C -3.027408 1.889682 3.238596
C -0.303860 -5.062478 1.377193
C 1.749569 2.178971 1.137929
C -0.235587 0.580415 -3.019313
C 0.767630 -4.097457 -1.797953
C 4.365354 2.557675 1.918399
C 2.730285 1.243069 0.776178
C -1.192336 2.630713 -3.767202
C -2.708939 0.687038 1.197831
C 0.333260 -2.806518 1.845588
C 2.072427 3.301573 1.869509
C 2.832677 -2.906200 -1.850965
C 1.700300 -3.122437 1.644467
C -2.171103 1.376903 2.279801
C -0.147888 2.830738 -0.148440
C -4.092452 0.520429 1.127705
C -4.955221 1.031415 2.082911
C -1.091306 3.114100 -2.472108
C -4.406958 1.726445 3.145476
C 2.988279 -0.686707 -0.712726
C -0.695461 -3.692866 1.637841
C 3.392561 3.488217 2.262666
C 4.043237 1.430582 1.169899
C 2.191820 -1.859755 -1.218893
C -0.554965 2.290814 -1.503762
C 0.183041 -2.994944 -1.201618
C 2.107448 -4.046714 -2.148258
H -3.138238 -1.738947 -2.289829
H -1.378807 4.117927 -2.195059
H 2.586400 -4.896979 -2.613066
H -0.759781 0.955402 -5.055442
H -1.106498 1.516307 2.379374
H 3.892015 -2.814771 -2.041574
H 1.316082 4.028999 2.127514
H -5.052892 2.135201 3.909391
H -1.595060 3.254868 -4.553116
H 0.137706 -0.422232 -3.190597
H 4.811828 0.723260 0.901865
H -2.607676 2.422868 4.080338
H 0.173947 -4.987544 -1.948310
H -6.023120 0.882116 2.002883
H -1.485604 -1.345650 -1.951352
H -0.849812 -3.017094 -0.871429

Force components x, y, z for each atom (eV/Å):
Re -0.0773 -0.0717 0.0012
Cl -0.0008 0.0032 0.0014
Cl 0.0049 -0.0029 0.0018
S 0.0081 -0.0579 0.0708
S 0.0276 -0.0069 -0.0039
S 0.0205 -0.0004 0.0033
O -0.1313 -0.0275 -0.0035
O 0.0274 -0.0192 -0.0886
N -0.0406 0.0062 -0.0293
N 0.0469 -0.0372 0.0329
N 0.0424 -0.0443 -0.1439
N 0.0162 0.1747 -0.1724
N 0.0700 -0.1090 -0.1852
N -0.0912 -0.0440 -0.0288
N 0.0807 -0.0358 0.0307
N 0.1056 0.1379 0.0337
C 0.0120 -0.0149 0.0097
C 0.0123 -0.0246 0.0384
C -0.0005 -0.0026 -0.0022
C -0.0777 0.0049 0.2576
C 0.0483 0.0210 0.1145
C -0.0193 0.0327 0.0118
C -0.0617 0.0316 0.0311
C 0.0024 -0.0156 -0.0129
C 0.0317 0.0217 0.0767
C -0.0048 0.0044 -0.0300
C -0.0334 0.0006 0.0362
C 0.0506 0.0750 -0.0331
C 0.0355 0.0664 0.0238
C -0.0519 0.0028 -0.0245
C -0.0323 -0.0248 0.1356
C -0.0273 0.0362 -0.0136
C -0.2527 0.1083 0.1111
C 0.0044 0.0230 0.0109
C 0.0112 0.0103 0.0031
C -0.0001 -0.0247 0.0508
C 0.0184 -0.0080 -0.0195
C 0.1539 -0.0071 -0.0196
C -0.0639 -0.0413 -0.1068
C 0.0047 -0.0114 -0.0052
C 0.0079 0.0395 0.0186
C -0.0034 -0.0350 -0.0705
C 0.0723 0.0312 -0.0692
C 0.0165 -0.0408 -0.0834
C 0.0350 0.0484 -0.0069
H 0.0036 -0.0829 0.0391
H 0.0016 0.0209 0.0004
H 0.0062 -0.0182 -0.0038
H 0.0040 0.0019 -0.0151
H 0.0040 0.0055 -0.0127
H 0.0043 -0.0016 0.0083
H 0.0391 -0.0341 -0.0015
H -0.0124 0.0059 0.0185
H -0.0168 0.0004 -0.0125
H -0.0123 -0.0239 0.0009
H -0.0093 0.0120 0.0008
H -0.0002 0.0112 0.0130
H 0.0014 -0.0088 -0.0098
H -0.0140 -0.0030 0.0028
H -0.0239 -0.0519 0.0343
H 0.0272 -0.0054 -0.0155

=====

(2)
Here is a molecular structure, C29H19BrN2O2ReS3 at a distorted geometry from the Open Molecules 2025 dataset. Energies are from the ωB97M-V functional and the def2-TZVPD basis.

Calculated values
Multiplicity: 4
Total charge: +2
Highest occupied orbital energy (spin up / spin down), eV: -13.37 / -13.38
Kohn-Sham gap (spin up / spin down), hartree: 0.217 / 0.189

Geometry (Å):
Re 0.499789 0.584224 0.903213
Br -3.092761 6.539172 -1.811573
S 0.323956 -3.016040 0.188080
S 1.881671 1.432510 -2.569550
S 4.455608 -1.571724 -0.342417
O 1.795912 -0.610284 0.296113
O 0.652069 2.416322 0.440745
N -1.505116 1.016893 1.244997
N 0.036946 -0.682366 2.493861
C 5.670175 -1.630067 -1.534612
C 0.307467 4.522593 -0.563234
C -2.159519 2.033842 0.734265
C -1.936065 5.249362 -1.068216
C -1.592394 3.142185 0.058683
C -4.034377 -1.074785 3.095857
C -3.535301 -0.119770 2.193261
C 0.904906 -1.341119 3.257876
C 1.074071 -2.315230 -1.206247
C -1.302819 -0.791563 2.765738
C -3.191339 -1.816363 3.877854
C 1.822646 -0.996771 -1.085515
C 3.254440 -1.185580 -1.522299
C -0.842175 -2.349505 4.543722
C 0.497360 -2.149259 4.317246
C 3.789198 -1.129768 -2.778683
C -1.792645 -1.680062 3.740030
C -0.312376 -4.305291 -0.744027
C -0.549451 5.460260 -1.090830
C 0.053430 -4.210918 -2.049220
C 0.851639 -3.067644 -2.316951
C -0.189389 3.337530 -0.018918
C -0.282361 0.146541 -2.049225
C 1.086029 0.075885 -1.863121
C -2.179465 0.046291 2.044981
C 0.396089 2.069380 -3.123525
C 5.182627 -1.378096 -2.781697
C -0.670758 1.295149 -2.778661
C -2.449506 4.118276 -0.489168
H -1.180846 -3.000465 5.339781
H -0.156627 6.371845 -1.520787
H -3.232248 2.089741 0.888700
H 0.382013 2.980239 -3.702039
H -1.691929 1.525265 -3.046191
H -3.581164 -2.517638 4.603705
H -5.104680 -1.196061 3.185371
H 1.954088 -1.230686 3.011898
H 1.247780 -2.616422 4.937995
H -4.240924 0.470724 1.625360
H 1.379630 4.669851 -0.566688
H -0.233630 -4.931120 -2.800619
H 3.215539 -0.927430 -3.671381
H 6.689000 -1.840246 -1.251308
H 1.235760 -2.821473 -3.296619
H -0.965986 -0.640387 -1.755021
H -3.520732 3.964736 -0.452900
H 5.801530 -1.349813 -3.665511
H -0.914787 -5.064873 -0.272581

Force components x, y, z for each atom (eV/Å):
Re 0.4001 0.3607 -1.1173
Br 0.1454 -0.1407 0.0757
S -0.0520 -0.0207 -0.3225
S -0.1580 -0.1696 0.0142
S -0.2113 0.0889 -0.1550
O -0.1095 0.4219 1.0296
O 0.4503 -0.9070 0.4853
N -0.2749 0.1150 -0.1863
N -0.0478 0.2138 0.3774
C 0.0482 -0.0180 -0.1747
C 0.3529 -0.5156 0.2596
C 0.1714 0.0509 0.0749
C -0.1041 0.1971 -0.1301
C 0.5689 -0.0889 -0.1185
C -0.0054 -0.0878 0.1282
C 0.2411 0.1446 -0.1549
C 0.1575 0.0385 -0.1757
C -0.1596 0.0138 0.3763
C -0.2697 0.0844 -0.0215
C -0.0753 -0.0223 0.0157
C 0.0112 -0.8283 -1.1809
C 0.2140 0.3568 0.4403
C 0.0536 0.0884 -0.1596
C -0.0504 -0.0976 0.1121
C -0.2607 0.0485 0.1605
C 0.1178 0.0814 -0.1413
C -0.0434 -0.0018 0.0224
C -0.2588 0.0141 0.0229
C -0.0935 -0.0920 0.0625
C 0.0941 0.1693 0.1095
C -0.9612 0.7420 -0.3806
C -0.0407 -0.0118 0.1758
C 0.1231 0.2414 0.1562
C -0.1566 -0.3488 0.2176
C 0.0078 0.0109 0.0475
C 0.2452 -0.0771 0.1261
C -0.0971 0.2023 0.0290
C -0.0981 -0.0192 0.0554
H 0.0152 -0.0219 -0.0017
H 0.0110 -0.0041 -0.0049
H -0.0213 -0.1369 0.0436
H 0.0214 0.0134 0.0040
H 0.0209 -0.0192 -0.0666
H -0.0197 0.0165 0.0096
H 0.0010 0.0014 0.0125
H -0.0092 -0.0150 -0.0281
H 0.0168 -0.0483 -0.0565
H -0.0198 0.0060 0.0120
H -0.0103 0.0527 -0.0490
H 0.0007 -0.0130 0.0065
H 0.0016 0.0336 -0.0233
H 0.0001 0.0010 -0.0103
H 0.0298 0.0162 -0.0023
H 0.0653 -0.0617 -0.0118
H -0.0051 0.0318 0.0347
H -0.0208 -0.0527 -0.0187
H 0.0484 -0.0376 -0.0055

=====

(3)
Here is a molecular structure, C29H19Cl4N3O3S3Tc at a distorted geometry from the Open Molecules 2025 dataset. Energies are from the ωB97M-V functional and the def2-TZVPD basis.

Calculated values
Multiplicity: 4
Total charge: -2
Highest occupied orbital energy (spin up / spin down), eV: -1.59 / -1.84
Energy above the lowest of the compared OMol25 structures with the same formula, charge and spin, kJ/mol: 0.00
Kohn-Sham gap (spin up / spin down), hartree: 0.216 / 0.218

Geometry (Å):
Tc 0.089308 0.544084 0.131204
Cl 1.507834 5.454047 -0.176249
Cl -2.663090 2.803760 3.645976
Cl 0.057131 7.171062 1.997385
Cl -2.011163 5.857433 3.909676
S 1.973775 0.353205 1.563931
S 4.491241 -0.926400 0.605351
S -0.617125 -1.814983 0.435689
O 0.654552 2.579295 -0.090910
O -1.356521 0.765568 -1.237552
O -1.022214 1.471266 1.550577
N 2.685653 0.035727 -1.121616
N 4.399836 2.602174 0.186230
N 1.391802 -0.000359 -1.348686
C -2.752603 -1.011387 1.967171
C 3.377438 -3.918612 -3.054737
C 5.193624 -3.453485 -1.037785
C -1.483633 3.540418 2.617775
C 3.844006 1.600234 0.171112
C -0.832733 2.736189 1.683014
C 5.625003 -3.983586 -2.235945
C -0.529462 -0.673830 -4.453726
C 2.945246 -3.371130 -1.857308
C 0.369231 4.718886 0.899057
C 0.119363 3.348914 0.781923
C -1.659073 -3.039431 2.641128
C 2.144047 -0.585528 -3.604569
C 3.163656 0.337233 0.134908
C -1.206410 4.903718 2.717004
C -1.736313 -1.945915 1.777140
C -2.569603 -3.185120 3.670518
C -1.416055 0.323055 -2.438080
C 3.458635 -2.428727 0.417599
C 3.855940 -3.124554 -0.840758
C -1.761053 -0.605259 -5.063084
C -0.290727 -0.236210 -3.135251
C 4.714493 -4.213866 -3.254363
C -0.278884 5.485815 1.868330
C -3.579077 -2.252113 3.850637
C 1.043268 -0.288746 -2.610510
C -3.660987 -1.163285 2.995289
C -2.656244 0.425671 -3.111335
C -2.839940 -0.044601 -4.387172
H 5.050481 -4.615747 -4.201657
H -2.486862 -4.028919 4.348728
H 0.280876 -1.098461 -5.025125
H 2.116013 0.150299 -4.410508
H 2.666899 -4.091808 -3.851001
H -3.465012 0.890427 -2.565425
H 1.908141 -3.103121 -1.715664
H 6.676226 -4.190456 -2.384932
H 2.412701 -2.111799 0.416814
H -2.810893 -0.156376 1.310716
H 3.106532 -0.525845 -3.104873
H -4.301090 -2.375071 4.649310
H -3.811785 0.013217 -4.863565
H -4.436504 -0.421139 3.138265
H 5.900844 -3.235086 -0.251536
H -1.882067 -0.982527 -6.071692
H 3.646144 -3.044544 1.298615
H -0.870638 -3.762809 2.494952
H 2.031568 -1.581842 -4.032864

Force components x, y, z for each atom (eV/Å):
Tc -0.3099 0.8099 0.8128
Cl 0.0253 -0.1300 -0.0873
Cl -0.0817 -0.1668 0.0851
Cl 0.0889 0.3343 0.0153
Cl -0.1548 0.1594 0.2015
S -0.3872 -0.1956 -0.3636
S -0.0918 0.0903 0.1977
S 0.5067 0.3562 -0.4115
O 0.2253 -1.3738 -0.9511
O 0.2461 0.5971 1.1338
O -0.2223 -1.7871 -0.3197
N 0.5765 -0.2539 -0.8458
N 0.3421 0.4322 0.0013
N -0.1848 -0.0727 -0.7954
C -0.0167 0.0957 -0.0341
C -0.0592 -0.0824 -0.1593
C -0.0474 -0.0785 -0.0565
C 0.1239 -0.4419 -0.2917
C 0.4834 0.7184 -0.0535
C 0.5873 2.0683 0.0316
C 0.1354 -0.0373 0.0496
C 0.1230 -0.0651 0.1741
C 0.1070 -0.0351 0.1130
C 0.0637 -0.2320 -0.0460
C -0.8605 0.4419 1.0454
C 0.0882 0.1104 -0.1042
C 0.1093 0.1162 0.3687
C -0.5970 -1.0313 1.3968
C 0.2176 0.1866 -0.1462
C -0.0554 0.1200 -0.0040
C -0.1170 -0.1440 0.1704
C 0.0678 -0.5884 -1.3998
C 0.3007 0.5215 0.1198
C -0.0568 -0.0886 -0.1195
C -0.1962 -0.0518 -0.2667
C -1.2541 0.2027 0.0415
C -0.0370 -0.1146 -0.1654
C -0.2730 -0.1803 0.1501
C -0.1330 -0.0550 0.1356
C 0.7149 -0.0155 0.3030
C -0.1035 0.0097 0.1230
C 0.1210 0.0082 0.2441
C 0.0660 -0.0677 -0.1175
H -0.0112 -0.0144 -0.0482
H -0.0103 0.0019 -0.0548
H 0.0682 -0.0189 0.0166
H -0.0192 -0.0198 -0.0919
H -0.0775 -0.0091 -0.0618
H -0.0507 -0.0046 0.1025
H -0.1422 0.0561 0.0136
H 0.0687 -0.0611 -0.0176
H 0.0512 -0.0929 0.0820
H -0.0078 0.0349 -0.0345
H -0.0703 -0.0480 -0.1006
H 0.0271 0.0204 0.0395
H -0.0203 0.0607 0.0194
H -0.0144 0.0340 -0.0207
H 0.1292 0.0180 0.0620
H 0.0127 0.0009 -0.0112
H -0.0962 -0.0039 -0.0206
H 0.1022 -0.0579 0.0100
H -0.0201 0.0140 -0.0589